Record 1
The following is a DFT calculation (ωB97M-V with the def2-TZVPD basis set) of 2 unconnected molecules or ions with the total composition C5H12N3S in a non-equilibrium geometry.

Structure (XYZ):
```
21
Properties=species:S:1:pos:R:3:forces:R:3
C 1.396163 -1.021965 0.948695 -0.223 0.525 -0.304
C -0.419649 -0.579854 -0.295888 -1.902 0.550 0.448
C -1.487597 0.610692 -0.414042 0.893 -0.845 0.878
C -0.673114 -1.031540 2.302892 -3.557 -0.555 -2.693
C 0.775543 -0.303060 -2.427489 1.759 -0.114 -1.023
N 0.061085 -0.951645 1.057613 1.736 0.025 -1.942
N 1.880528 -0.692815 -0.264794 -0.602 -0.492 0.109
N 0.811837 -0.443181 -1.024426 -0.109 -0.691 2.207
S 1.229859 3.493456 0.338658 0.118 -0.276 -0.103
H 2.043060 -1.282033 1.793945 -0.231 0.174 -0.513
H -1.028971 -1.423973 -0.658985 0.465 -0.188 -0.260
H -1.131025 1.621126 -0.141306 -0.097 -0.746 0.928
H -2.347162 0.143652 0.137666 0.462 1.293 -0.499
H -1.745944 0.812496 -1.441692 -0.281 -0.797 -0.546
H -1.361102 -0.143042 2.175514 0.461 -1.159 1.262
H -1.208927 -2.033757 2.506300 0.543 1.630 -0.834
H 0.052087 -0.965994 2.997154 1.980 0.796 2.887
H 0.611721 0.691539 -2.659844 -0.580 2.497 -0.253
H 1.797023 -0.410029 -2.884119 -1.178 -0.981 0.419
H -0.109611 -0.779217 -2.836386 0.454 -0.876 -0.256
H 0.854197 4.689144 0.790534 -0.112 0.230 0.089
```
Forces are in eV/Å.

## Properties
Kohn-Sham gap (alpha / beta)	7.4942 / 7.1547	eV
molecular weight	146.24	g mol⁻¹
charge	+1
ΔE to the lowest compared entry with this formula, charge and spin	4.1266	eV
strongest force on any atom	4.50	eV Å⁻¹
E_HOMO (alpha / beta)	-13.16 / -12.64	eV

---

Record 2
The following is a DFT calculation (ωB97M-V with the def2-TZVPD basis set) of a single C4H6N2OS molecule in a non-equilibrium geometry.

Structure (XYZ):
```
14
Properties=species:S:1:pos:R:3:forces:R:3
C -0.436647 1.926555 -0.977835 1.324 -2.863 2.214
C 0.412626 2.423875 0.052762 -1.263 -0.029 -1.377
C -0.488337 0.563699 -0.754600 -1.589 0.136 -1.169
C -0.340195 -2.248726 0.689092 -1.340 2.781 1.380
N 0.842433 1.528173 0.863702 0.130 -3.005 -0.152
N 0.251457 0.240895 0.349360 1.059 2.916 0.580
O 1.944750 -1.741825 -0.279601 0.795 0.179 -0.796
S 1.138775 -1.202658 0.797669 -1.175 0.441 0.471
H -0.999137 2.445872 -1.647816 -1.253 1.344 -1.778
H 0.594497 3.472562 0.100771 0.578 0.458 0.742
H -1.226181 -0.113830 -1.304464 1.640 0.695 0.952
H 0.067440 -3.141420 0.402056 0.690 -2.302 -1.324
H -1.059060 -1.734667 -0.019538 0.695 -1.273 1.049
H -0.702421 -2.418505 1.728442 -0.291 0.523 -0.791
```
Forces are in eV/Å.

## Properties
Kohn-Sham gap	10.2828	eV
molecular weight	130.17	g mol⁻¹
ΔE to the lowest compared entry with this formula, charge and spin	3.7781	eV
strongest force on any atom	3.85	eV Å⁻¹
E_HOMO	-9.50	eV

---

Record 3
The following is a DFT calculation (ωB97M-V with the def2-TZVPD basis set) of 9 unconnected molecules or ions with the total composition C38H54I2N9 in a non-equilibrium geometry.

Structure (XYZ):
```
103
Properties=species:S:1:pos:R:3:forces:R:3
C 2.651818 -5.945766 -1.955206 -0.164 0.061 -0.341
C 1.949106 -4.629273 -2.262380 -0.547 -0.579 0.315
C 0.458728 -4.868964 -2.607427 1.001 0.191 0.035
N -0.395398 -4.409731 -1.464680 0.170 0.123 -0.205
C -1.899258 -4.487800 -1.623390 -0.741 -0.060 -0.431
I -2.633025 -2.530036 -2.035047 0.437 0.309 -0.040
C -2.391216 -5.530961 -2.630695 -0.489 0.069 0.396
C -2.161228 -6.932207 -2.088724 -0.207 0.143 0.165
I -4.548595 -5.294227 -2.842209 0.328 -0.385 -0.107
H 3.725025 -5.823838 -1.907447 0.111 0.058 0.202
H 2.445550 -6.658348 -2.746262 0.040 -0.232 -0.156
H 2.292690 -6.367318 -1.023866 0.014 -0.167 0.261
H 2.442026 -4.115745 -3.074611 0.094 0.236 -0.134
H 1.988919 -4.019556 -1.364871 0.241 0.531 -0.005
H 0.165324 -4.322922 -3.490357 -0.292 0.207 -0.168
H 0.318100 -5.924603 -2.764871 -0.400 -0.265 -0.055
H -0.161544 -3.419761 -1.331225 -0.016 0.018 0.161
H -0.084841 -4.881446 -0.612430 -0.146 -0.138 -0.018
H -2.312535 -4.773672 -0.669386 0.001 0.124 0.427
H -2.010744 -5.372077 -3.628328 0.176 0.088 -0.179
H -2.820976 -7.085212 -1.242837 -0.079 -0.085 0.262
H -2.431355 -7.678091 -2.820112 0.139 -0.229 -0.248
H -1.146993 -7.094831 -1.731745 0.249 -0.097 -0.151
N -3.176598 0.568306 -0.126687 -0.052 0.000 0.039
C -3.303495 1.902442 0.145540 -0.003 -0.001 -0.056
C -4.074357 2.025181 1.268770 -0.022 0.003 0.016
C -4.426815 0.715164 1.692714 -0.028 -0.007 0.021
C -3.858578 -0.163029 0.811618 0.031 0.010 -0.049
H -2.661930 0.186546 -0.897749 0.074 0.079 0.073
H -2.836593 2.644841 -0.478096 -0.008 0.018 0.008
H -4.346344 2.954547 1.739296 0.116 0.039 0.024
H -5.026591 0.448869 2.546962 0.011 -0.006 0.012
H -3.879413 -1.238092 0.773314 -0.023 -0.010 0.016
N 6.493016 -3.500594 -3.521169 -0.064 0.039 0.002
C 6.444804 -2.173558 -3.202714 0.034 -0.071 -0.055
C 5.653278 -2.037662 -2.092500 -0.056 0.035 0.038
C 5.206999 -3.341218 -1.730942 -0.118 0.018 -0.035
C 5.746221 -4.221183 -2.633874 0.034 0.026 -0.088
H 7.010462 -3.894029 -4.287832 0.062 -0.076 0.070
H 6.976500 -1.441867 -3.786192 0.007 0.021 0.022
H 5.422224 -1.109356 -1.594836 0.026 0.000 0.017
H 4.572365 -3.602354 -0.898495 0.050 -0.013 0.039
H 5.671460 -5.292142 -2.714790 0.099 0.006 0.004
N 6.002208 -2.320578 1.632321 -0.047 0.029 -0.038
C 5.027679 -2.607876 2.549789 0.012 -0.024 -0.044
C 5.629767 -2.749076 3.771270 -0.034 -0.013 0.010
C 7.021370 -2.535576 3.583064 0.026 0.002 -0.003
C 7.219103 -2.272593 2.254075 -0.016 -0.014 -0.010
H 5.847988 -2.169603 0.652082 0.087 -0.013 0.003
H 3.994151 -2.683450 2.257115 -0.017 0.020 0.022
H 5.129510 -2.976553 4.697398 0.004 0.004 0.010
H 7.788526 -2.569936 4.337674 0.001 0.002 0.008
H 8.116509 -2.056643 1.700702 0.014 -0.003 0.009
N 2.592199 -0.973119 -2.823644 0.001 -0.051 0.044
C 2.964999 0.327913 -2.642611 -0.047 -0.021 -0.034
C 1.831621 1.070128 -2.434246 0.032 0.023 0.016
C 0.728608 0.180550 -2.486569 -0.042 -0.033 0.050
C 1.232561 -1.071046 -2.726097 -0.027 -0.200 0.059
H 3.225550 -1.736082 -2.997589 0.112 0.079 0.058
H 4.000674 0.616615 -2.679560 -0.001 0.032 -0.029
H 1.798161 2.132345 -2.263405 -0.003 0.006 0.003
H -0.311978 0.431511 -2.364489 -0.001 0.019 -0.015
H 0.739662 -2.024258 -2.839380 -0.036 0.077 -0.157
N -7.014666 3.990460 2.254841 -0.019 -0.002 0.034
C -6.676182 5.304847 2.426143 0.012 -0.023 -0.001
C -7.831910 6.013717 2.624889 0.049 0.052 0.041
C -8.908734 5.087718 2.575903 -0.028 -0.023 0.022
C -8.371495 3.848889 2.346323 0.032 -0.008 0.005
H -6.365617 3.243850 2.087364 -0.059 -0.028 -0.046
H -5.646956 5.620256 2.391993 0.004 0.009 0.001
H -7.899308 7.076341 2.790808 -0.007 0.003 0.005
H -9.956346 5.307084 2.694372 -0.007 0.009 -0.012
H -8.836689 2.884164 2.240809 -0.018 0.002 -0.005
N -7.519301 7.046476 5.991239 -0.029 -0.038 -0.002
C -8.295700 7.845941 6.783011 0.027 -0.032 0.014
C -7.540214 8.927235 7.155701 -0.041 0.013 -0.022
C -6.260809 8.777079 6.556698 0.003 -0.022 0.076
C -6.280013 7.606121 5.846933 -0.007 -0.048 -0.026
H -7.812757 6.181936 5.571999 -0.002 0.041 -0.065
H -9.312712 7.579162 7.013220 -0.004 0.009 0.017
H -7.869313 9.737186 7.784587 -0.003 0.009 -0.001
H -5.423114 9.448715 6.637218 0.007 0.013 -0.020
H -5.521238 7.126982 5.251977 0.016 0.006 0.006
N -4.365742 9.279667 2.715199 0.021 -0.035 -0.005
C -5.127089 10.069291 3.532203 0.004 0.033 -0.101
C -4.363168 11.141557 3.905543 0.008 0.002 0.010
C -3.089243 10.990684 3.291144 0.015 0.002 0.000
C -3.121437 9.832810 2.562607 -0.026 -0.029 0.003
H -4.673848 8.423887 2.292684 -0.018 0.032 -0.016
H -6.139240 9.800475 3.775693 -0.013 0.006 0.056
H -4.680575 11.944867 4.548811 -0.002 0.006 0.001
H -2.247387 11.657135 3.374735 0.003 0.007 0.001
H -2.372771 9.358663 1.951745 0.014 0.008 0.001
N 8.732570 -5.475757 -6.053262 -0.106 0.027 0.094
C 8.828176 -6.799555 -6.391681 -0.022 0.014 0.017
C 9.706854 -7.389904 -5.524920 -0.001 -0.015 -0.031
C 10.163798 -6.385542 -4.629656 -0.040 -0.002 0.059
C 9.544230 -5.216573 -4.976159 -0.071 0.062 -0.052
H 8.167875 -4.799710 -6.533613 0.104 -0.004 -0.105
H 8.270288 -7.202808 -7.218923 0.013 -0.012 -0.011
H 9.998330 -8.426286 -5.535886 0.010 -0.004 -0.001
H 10.869837 -6.507930 -3.826098 0.002 -0.004 0.008
H 9.616552 -4.226231 -4.558324 0.072 0.009 -0.015
```
Forces are in eV/Å.

## Properties
Kohn-Sham gap	5.0577	eV
molecular weight	890.72	g mol⁻¹
charge	+1
strongest force on any atom	1.02	eV Å⁻¹
E_HOMO	-8.82	eV

---

Record 4
The following is a DFT calculation (ωB97M-V with the def2-TZVPD basis set) of a single C3H4IN3O molecule in a non-equilibrium geometry.

Structure (XYZ):
```
12
Properties=species:S:1:pos:R:3:forces:R:3
C -0.000548 -1.424606 0.277412 1.648 1.923 4.605
C -0.819460 -0.684626 -1.564989 0.098 -6.822 -0.189
C 0.831247 1.044221 0.927896 -0.660 2.484 3.089
N -0.399916 -1.835716 -0.835381 -1.829 1.920 -5.076
N -0.788246 0.402817 -0.796050 0.393 4.393 2.624
N -0.209604 0.170208 0.444348 -0.229 -1.274 -2.792
O -1.277256 -0.646586 -2.696698 -0.211 0.579 -0.839
I 0.791301 -2.489256 1.843775 -0.190 0.319 -0.110
H 0.364336 1.993659 1.304354 -0.194 -0.221 -1.142
H 1.086385 0.809435 2.009224 0.394 -1.004 -1.662
H 1.675831 1.390572 0.304387 -0.404 -1.043 -0.055
H -1.254070 1.269879 -1.218278 1.184 -1.255 1.548
```
Forces are in eV/Å.

## Properties
expectation value of S²	2.0193
Kohn-Sham gap (alpha / beta)	5.6616 / 6.5563	eV
molecular weight	224.99	g mol⁻¹
strongest force on any atom	6.83	eV Å⁻¹
2S+1	3
E_HOMO (alpha / beta)	-5.30 / -9.53	eV

---

The lowest molecular weight belongs to which entry? C4H6N2OS